Entry 1:
Formula: C3H4O3
Source: the OMol25 dataset
Level of theory: ωB97M-V/def2-TZVPD

Computed properties:
- highest occupied orbital energy (eV) = -9.461
- energy relative to the best compared isomer or geometry (same formula, charge and spin) (eV) = 4.7280
- net charge = 0
- lowest unoccupied orbital energy (eV) = 0.356
- M (g/mol) = 88.06
- E (eV) = -9313.9727

Atoms and positions in Å:
O -1.516 0.957 1.005
C 0.290 -0.638 -0.277
H 0.712 -1.547 -0.699
O 1.227 1.614 0.085
H 2.230 -0.333 0.303
C 1.182 0.450 -0.115
H 1.527 -0.782 0.843
O -1.017 -0.474 -0.692
C -1.825 0.364 0.020
H -2.809 0.388 -0.473

***

Entry 2:
Formula: C19H21BrN3O4S2
Source: the OMol25 dataset
Level of theory: ωB97M-V/def2-TZVPD

Computed properties:
- highest occupied orbital energy (eV) = -6.054
- energy relative to the best compared isomer or geometry (same formula, charge and spin) (eV) = 2.4420
- net charge = -1
- lowest unoccupied orbital energy (eV) = 2.366
- M (g/mol) = 499.43
- E (eV) = -124415.9530

Atoms and positions in Å:
H -4.466 -1.483 -6.366
O -4.252 -3.035 2.810
H -3.631 -0.581 0.414
C 0.264 2.023 0.570
H -2.792 -0.520 2.620
S -0.966 -2.433 5.042
C -0.769 0.956 0.484
H 0.076 2.828 1.330
C 0.545 -0.229 -1.333
C 4.769 1.178 1.477
H 7.946 1.824 2.398
C -3.324 1.225 -4.716
C 1.554 0.834 -1.236
O -0.529 -3.495 5.958
H -1.212 -1.178 2.057
H -3.406 -2.354 0.449
H 2.217 2.766 -0.181
H -2.348 -2.379 -5.396
C 5.059 3.425 1.722
H 4.085 0.373 1.228
H 2.466 0.825 -1.886
C -0.679 -0.186 -0.414
O -0.037 -2.373 3.906
C 6.391 3.271 2.075
C -2.653 -1.356 -5.218
C 6.910 1.987 2.125
N -2.186 0.764 -4.187
H -1.650 1.044 1.166
Br -0.755 -0.508 6.225
C -3.828 -0.854 -5.756
H -5.086 0.889 -5.902
N -2.573 -2.554 4.635
H 6.455 -0.101 1.852
C -1.718 -1.369 -0.514
C 1.451 1.966 -0.284
O -2.064 -4.073 2.523
H -1.146 -2.335 -0.532
H -0.948 -0.857 -3.995
C -4.176 0.462 -5.500
H 4.606 4.410 1.672
H 7.004 4.133 2.305
H 0.654 -1.064 -2.063
N 4.245 2.407 1.423
C -1.874 -0.511 -4.442
S -2.792 -2.891 3.000
C -2.311 -1.388 2.077
H -2.215 -1.285 -1.530
C 6.086 0.916 1.822
H -3.551 2.262 -4.492
C -2.846 -1.377 0.581

***

Entry 3:
Formula: C3H11ClNO4
Source: the OMol25 dataset
Level of theory: ωB97M-V/def2-TZVPD

Computed properties:
- highest occupied orbital energy (eV) = -4.197
- energy relative to the best compared isomer or geometry (same formula, charge and spin) (eV) = 4.2921
- net charge = -1
- lowest unoccupied orbital energy (eV) = 3.727
- M (g/mol) = 160.58
- E (eV) = -25487.1293

Atoms and positions in Å:
O 1.280 3.051 1.346
H -2.190 -2.552 -0.960
H 2.677 -2.408 1.308
H 0.979 1.499 -0.694
Cl -0.335 0.194 0.263
H -0.060 2.668 -1.497
N 0.388 3.036 0.537
O 1.537 -0.862 0.889
H 2.457 -2.013 -0.401
H -1.939 -1.836 0.525
C 1.946 -2.110 0.557
H 1.620 3.142 -1.178
O -2.362 -0.483 -0.771
H 1.085 -2.771 0.454
H -1.764 -0.075 -0.140
H -3.620 -2.047 0.049
O -0.771 3.393 0.640
H 0.925 -0.602 0.196
C -2.627 -1.787 -0.319
C 0.775 2.564 -0.804

***

Entry 4:
Formula: H26NeO13
Source: the OMol25 dataset
Level of theory: ωB97M-V/def2-TZVPD

Computed properties:
- highest occupied orbital energy (eV) = -10.575
- energy relative to the best compared isomer or geometry (same formula, charge and spin) (eV) = 0.5905
- net charge = 0
- lowest unoccupied orbital energy (eV) = 0.204
- M (g/mol) = 254.38
- E (eV) = -30549.6350

Atoms and positions in Å:
H 3.845 0.898 -2.715
H -1.988 2.076 1.415
H -4.042 -0.561 1.705
O -0.863 0.578 3.046
O -3.660 -1.089 1.004
H -0.236 3.117 -2.804
H -1.653 1.517 -1.633
H 2.313 3.756 -0.794
O 2.961 -0.649 0.444
Ne -0.045 -0.048 -0.197
O -1.465 -4.225 0.052
H 2.624 0.096 0.941
O -2.729 2.020 0.811
H 2.160 2.089 2.482
O -0.390 2.853 -1.897
H 2.340 0.788 -2.842
O 1.687 1.540 1.856
H -4.130 -0.818 0.216
H 2.508 2.392 -1.420
H -1.555 -3.767 -0.784
H 1.553 -4.172 0.580
H -0.067 -0.312 -2.501
H 2.466 -3.236 1.343
O 3.060 1.417 -2.891
H -2.585 1.205 0.330
H 2.832 -1.401 1.022
H -1.215 -3.541 0.674
H 0.482 2.663 -1.551
H -1.239 -0.215 2.662
H 1.662 2.060 1.053
H -2.295 -1.825 1.691
H 0.042 0.588 2.735
O 1.674 -3.250 0.806
O 0.888 -0.362 -2.551
H 1.119 -1.100 -1.986
O 2.107 2.830 -0.669
H -2.119 -3.003 2.626
O -2.184 0.732 -1.771
O -1.643 -2.272 2.231
H -2.222 0.632 -2.722

***

Entry 5:
Formula: C21H32N2O4
Source: the OMol25 dataset
Level of theory: ωB97M-V/def2-TZVPD

Computed properties:
- highest occupied orbital energy (eV) = -8.575
- structure (SMILES) = CCOCCCNC(=O)CN1[C@@H]2CC[C@H]1C[C@](O)(c1ccc(OC)cc1)C2
- energy relative to the best compared isomer or geometry (same formula, charge and spin) (eV) = 1.2640
- net charge = 0
- lowest unoccupied orbital energy (eV) = 0.619
- M (g/mol) = 376.50
- E (eV) = -33466.6321

Atoms and positions in Å:
C -4.069 -5.188 0.610
C 3.964 0.391 -0.780
C -1.795 3.312 -0.876
H -1.912 -1.103 0.431
C 0.711 1.353 1.004
H 0.402 5.391 -0.169
C 0.271 3.843 1.364
H 3.046 -2.904 0.957
C 2.841 0.349 0.047
C 2.553 -0.857 0.669
H -5.271 -3.848 -0.590
H -4.431 0.265 -0.639
C -2.973 -0.855 0.508
C -3.756 -2.152 0.676
H 1.720 -0.938 1.348
C 4.419 -1.942 -0.394
C 0.901 4.462 0.109
H 0.534 3.828 -1.969
H 4.248 1.311 -1.269
N -2.576 1.054 -0.993
H -3.351 -0.773 -1.609
H -3.524 -2.598 1.654
H -2.012 4.202 -0.270
H -4.456 -4.802 1.550
H 5.721 -4.918 -0.479
O -3.391 -3.029 -0.368
H -1.591 0.912 -1.173
H -1.790 3.614 -1.928
H 2.713 2.873 -1.353
H -3.122 -0.225 1.386
O 5.236 -2.990 -0.685
C -2.940 2.315 -0.688
C 4.736 -0.728 -1.004
C 2.051 1.633 0.305
H -4.837 -1.949 0.637
C 1.801 2.364 -1.036
H -4.622 -6.087 0.352
C -4.218 -4.160 -0.511
O -4.055 2.643 -0.340
H 5.598 -0.687 -1.651
C 0.665 3.391 -0.974
H -3.913 -4.606 -1.462
H 3.713 2.517 0.838
H 0.261 0.466 0.556
H 3.969 -4.609 -0.396
H 1.546 1.616 -1.789
C -0.293 2.499 0.860
H -1.220 2.223 1.369
H -3.021 -5.444 0.740
H 1.006 3.682 2.148
C 4.957 -4.240 -0.102
H 1.960 4.668 0.243
H 0.907 1.168 2.060
O 2.822 2.437 1.194
H 5.019 -4.197 0.990
N -0.532 2.671 -0.569
C -3.406 -0.098 -0.751
H -0.530 4.468 1.758
C 3.320 -1.990 0.452

***

Entry 6:
Formula: C19H15ClGeO2PdSbSe4
Source: the OMol25 dataset
Level of theory: ωB97M-V/def2-TZVPD

Computed properties:
- highest occupied orbital energy (alpha / beta) (eV) = -5.098 / -5.098
- net charge = -1
- lowest unoccupied orbital energy (alpha / beta) (eV) = 1.128 / 1.128
- M (g/mol) = 927.41
- E (eV) = -364487.2692

Atoms and positions in Å:
H -3.818 -2.256 -1.688
C 4.931 2.767 1.486
C -2.504 2.014 -0.179
C -4.024 -1.404 -1.056
C 3.291 -2.280 1.356
Cl -6.147 -2.803 -0.167
H -6.253 -0.378 1.272
C -4.581 0.785 0.595
H 5.834 4.460 0.522
C 3.990 -3.625 -0.967
C 3.556 2.392 -0.894
H 3.011 2.260 -1.822
C 3.342 1.514 0.164
C -5.398 -0.329 0.612
Pd -0.962 -0.255 0.003
H 3.111 -1.974 -2.008
C 5.139 3.635 0.421
Se 0.582 0.307 1.796
H 4.602 4.129 -1.597
C -5.110 -1.410 -0.209
H -4.779 1.631 1.239
C -3.199 -0.277 -1.070
H 3.870 1.049 2.197
O -2.917 3.123 0.078
O -1.259 1.714 -0.463
H 2.981 -1.795 2.274
H 4.756 -5.155 0.328
C 3.002 -1.710 0.123
C -3.459 0.822 -0.224
C 3.921 -3.515 1.432
Se -2.634 -1.128 3.489
Se 0.980 -3.185 4.132
H 4.249 -4.154 -1.877
C 4.275 -4.186 0.270
H 4.101 -3.959 2.402
Sb -0.567 -2.038 2.735
H -2.398 -0.209 -1.821
H 5.462 2.913 2.418
Se -0.619 -2.640 0.325
C 4.450 3.449 -0.768
C 4.035 1.715 1.356
H 1.486 0.134 -1.433
Ge 2.111 0.013 -0.023
C 3.352 -2.395 -1.037

***

Entry 7:
Formula: C23H38BNO14S
Source: the OMol25 dataset
Level of theory: ωB97M-V/def2-TZVPD

Computed properties:
- highest occupied orbital energy (eV) = -9.474
- structure (SMILES) = CCC(=O)OCCC(CCOC(=O)CC)O[C@@H](CB(O)O)[C@H](N)CCCS(=O)(=O)O.O=C1C=C(O)C(=O)C=C1O
- net charge = 0
- lowest unoccupied orbital energy (eV) = -1.448
- M (g/mol) = 595.43
- E (eV) = -66135.4427

Atoms and positions in Å:
H 3.374 0.638 -2.713
H 6.535 -2.030 0.410
C 2.557 1.021 -6.881
H 1.568 -0.055 -8.602
H -1.298 3.442 0.004
H 0.975 -2.428 -0.091
H -4.122 0.784 -0.507
O -2.901 2.374 4.867
H -3.675 -0.438 -1.528
C 3.029 0.910 -4.521
C -2.293 -1.947 0.176
C -4.394 0.353 4.003
H -5.143 -0.783 2.361
O 3.536 1.339 -3.374
C 0.556 1.736 -0.553
H 5.268 -2.672 1.478
H -2.855 0.949 1.474
C -4.527 0.102 2.501
H 6.380 -1.261 2.995
O -1.502 -5.089 2.308
H -4.287 -1.422 0.541
H 6.790 -0.066 1.768
H -2.431 -0.449 2.417
H -1.147 -2.156 2.015
C 0.001 0.405 -1.063
O 1.344 -0.734 -7.938
H -1.868 -5.498 -0.191
C 2.328 -0.421 -4.435
H -0.939 5.611 1.147
O 0.669 1.777 0.868
C -0.337 4.747 1.410
C -0.388 2.251 1.584
C 5.676 -1.777 1.021
O -5.240 2.210 5.642
S -4.412 2.083 4.471
H -3.501 -0.128 4.393
C 1.745 -0.981 -5.638
N -3.443 0.060 -0.682
C -1.105 3.469 1.072
O 2.284 -0.948 -3.340
H -2.080 3.481 1.543
H 2.393 -0.507 -1.010
C 4.630 -1.181 0.116
B -1.531 -4.217 1.226
H 0.661 0.000 -1.823
C -0.260 -0.660 -0.012
O 2.609 1.548 -7.976
O 3.398 -1.704 0.315
H -0.949 0.598 -1.556
H 5.140 -0.185 2.400
H -0.818 -4.896 2.946
H -5.078 0.925 2.054
H -0.642 -0.222 0.908
O -1.306 -4.738 -0.030
H -0.146 4.795 2.478
C -1.905 -2.701 1.453
O -4.701 2.904 3.329
H 2.485 0.096 0.674
H 3.631 2.540 -5.748
C -3.192 -0.052 1.752
H 1.235 -1.931 -5.560
H -5.257 -0.046 4.523
H -2.786 -2.721 2.100
O -0.657 1.736 2.683
O 4.861 -0.270 -0.693
O -1.181 -1.566 -0.587
H 1.014 -1.600 1.459
C 3.130 1.586 -5.674
H -2.416 1.549 4.968
H 1.556 1.896 -0.945
C 2.319 -0.767 0.036
C 1.848 -0.306 -6.790
H -0.048 2.550 -0.931
C 1.021 -1.451 0.379
C 6.021 -0.750 2.106
C -3.350 -0.860 0.455
H -2.781 -2.683 -0.461
H 0.603 4.788 0.869

***

Entry 8:
Formula: C31H32N2PtSi
Source: the OMol25 dataset
Level of theory: ωB97M-V/def2-TZVPD

Computed properties:
- highest occupied orbital energy (alpha / beta) (eV) = -11.637 / -14.283
- energy relative to the best compared isomer or geometry (same formula, charge and spin) (eV) = 0.0000
- <S²> = 6.055
- net charge = +2
- spin multiplicity = 5
- lowest unoccupied orbital energy (alpha / beta) (eV) = -5.838 / -10.317
- M (g/mol) = 655.78
- E (eV) = -46751.1512

Atoms and positions in Å:
C 2.901 2.879 1.047
H 2.904 -4.522 -2.154
C 0.075 -2.367 2.529
H -4.320 -1.051 -2.023
H 3.787 1.957 -4.873
H -1.492 2.521 2.309
C -4.340 0.755 3.007
H -4.919 1.276 -2.513
H 0.431 1.328 3.619
C -3.438 1.824 2.960
C -1.344 2.018 -1.121
C 1.552 -1.431 -2.547
C 0.836 2.056 -3.187
Si -0.168 0.074 1.000
C 2.681 -2.946 1.748
H -1.746 2.419 -2.069
C 0.983 -3.868 -1.383
H -2.113 2.039 -0.330
H 2.131 2.978 4.368
H -4.675 -1.305 2.422
C 1.749 -0.113 -3.097
N 0.776 0.785 -2.741
C 1.107 1.784 2.892
C 2.027 -1.817 1.244
H 0.020 2.703 -2.879
H 3.791 3.885 2.736
H 3.720 -3.150 1.467
C -3.925 -0.289 -1.344
H -5.317 0.870 3.482
H 1.780 1.801 -0.450
C -2.733 -0.622 1.829
C 1.915 2.514 -3.936
H -4.481 -0.339 -0.398
C 1.006 1.435 1.539
H -0.506 2.661 -0.821
C 2.088 2.686 3.318
C -3.982 1.091 -1.985
H -3.182 1.200 -2.715
H 0.726 -4.808 -0.905
C 0.698 -1.520 1.596
H 0.157 -4.213 3.653
C 2.842 0.304 -3.876
H -3.721 2.798 3.365
H 3.580 -0.449 -4.133
C 0.109 -2.791 -1.260
H 1.924 3.564 -4.237
H -3.880 1.887 -1.251
H 3.352 -2.306 -3.302
Pt -0.595 0.173 -1.283
C 2.462 -2.489 -2.697
H -0.909 -2.104 2.923
C 2.015 -3.823 2.611
H -2.880 -0.589 -1.120
C 2.997 3.211 2.402
C 2.182 -3.703 -2.083
C -1.797 0.422 1.834
N 0.418 -1.595 -1.798
H 2.520 -4.712 3.001
C -2.180 1.666 2.364
C -3.983 -0.466 2.425
C 1.880 2.015 0.620
H 3.616 3.263 0.320
C 0.700 -3.533 2.986
H -0.827 -2.834 -0.706
H 2.573 -1.156 0.568
H -2.494 -1.562 1.317
C 2.938 1.627 -4.283